Entry 1:
# C16H14BCl3N2OS

2 unconnected molecules or ions with the total composition C16H14BCl3N2OS (wB97M-V/def2-TZVPD, OMol25).

Calculated values
Relative energy (zero: lowest compared OMol25 entry of this formula, charge and spin) ... 0.0 kJ/mol
Net charge ... 0
E_HOMO ... -7.844 eV

Element x y z (Å)
1 Cl 2.68905 -1.80810 2.76709
2 B 2.01318 -0.11151 2.80070
3 Cl 2.31377 0.80690 4.36911
4 Cl 2.58431 0.94258 1.38052
5 O 0.47526 -0.35166 2.58834
6 C -0.44629 0.51087 2.46168
7 C -1.81645 0.11851 2.70841
8 C -2.81037 1.10660 2.87153
9 C -4.14789 0.77917 2.98432
10 C -4.54338 -0.56647 2.99944
11 C -3.55609 -1.56704 2.95238
12 C -2.20564 -1.23799 2.83147
13 H -0.20310 1.56020 2.26709
14 H -2.46134 2.14228 2.86256
15 H -4.89181 1.58097 3.05312
16 H -5.59882 -0.82271 3.06848
17 H -3.85716 -2.61641 3.00639
18 H -1.44147 -2.01495 2.79960
19 C 2.98018 -1.03458 -4.55665
20 C 2.37740 0.03516 -3.87937
21 C 1.56276 -0.26289 -2.78697
22 C 1.35106 -1.57631 -2.33195
23 C 1.94484 -2.63347 -3.02467
24 C 2.76337 -2.35491 -4.13873
25 S 0.37675 -1.57281 -0.87125
26 C 0.23154 0.18635 -0.89060
27 N -0.28054 1.12727 -0.15455
28 C -0.04123 2.42870 -0.84153
29 C 0.85817 2.12313 -2.05562
30 N 0.88967 0.65900 -2.00220
31 H 3.61376 -0.82158 -5.40490
32 H 2.52985 1.07645 -4.16939
33 H 1.78099 -3.65836 -2.70340
34 H 3.24000 -3.17299 -4.67953
35 H -1.00460 2.86370 -1.15589
36 H 0.40901 3.16215 -0.16173
37 H 0.44991 2.44453 -3.02216
38 H 1.87135 2.53021 -1.94115

Atomic forces in eV per Å
0.0 0.2 0.1
0.1 0.3 -0.5
-0.4 -0.3 -0.1
0.1 -0.1 0.0
-1.1 0.8 0.2
1.2 -0.6 0.5
-1.2 -0.6 0.2
1.0 0.1 -0.6
-0.5 -0.1 0.2
0.8 0.2 0.0
-0.1 0.1 0.1
0.0 0.3 -0.3
0.1 -0.3 0.2
-0.4 -0.2 -0.1
0.3 -0.4 0.0
0.3 0.0 0.0
0.2 0.4 0.0
-0.2 0.2 -0.1
-0.4 0.0 0.6
-0.1 -0.4 0.1
0.0 0.4 0.1
0.7 0.3 -0.8
0.1 0.3 0.0
-0.3 0.3 0.3
-0.5 0.1 0.6
0.2 1.8 -0.4
-0.3 -1.3 -0.1
-0.4 -0.3 0.1
0.3 -0.5 -0.2
0.4 -0.1 -0.6
0.1 -0.1 0.0
0.0 -0.4 0.0
0.1 0.1 -0.1
-0.2 0.2 0.2
0.2 -0.3 0.1
0.1 -0.3 0.0
0.0 0.1 0.3
-0.2 -0.1 0.0

---

Entry 2:
# C16H14BF5IrN6S

A molecular structure, C16H14BF5IrN6S (wB97M-V/def2-TZVPD, OMol25).

Calculated values
Net charge ... +2
E_HOMO (spin up / spin down) ... -14.312 / -15.339 eV
Multiplicity ... 6
Expectation value of S² ... 8.78

Element x y z (Å)
1 H 1.06416 3.54749 0.06243
2 N 0.83401 1.91111 -1.34781
3 B 0.24812 0.52769 -3.39891
4 N 0.69524 1.87480 -2.73008
5 C 0.90860 3.12062 -3.20059
6 Ir 1.64484 0.55378 -0.10099
7 H 0.90872 3.22549 -4.27833
8 C 1.08710 3.99454 -2.12546
9 H 1.28087 5.05736 -2.23503
10 C 0.98217 3.23257 -0.97149
11 H 0.26187 0.65538 -4.57511
12 C -2.28417 -2.74338 2.42347
13 H -1.48060 -2.90658 3.15045
14 H -1.98230 -1.96477 1.71903
15 H -2.52446 -3.65858 1.87594
16 N -1.14761 0.16034 -2.84468
17 N 1.25300 -0.56458 -2.95440
18 N -1.19944 0.04216 -1.46585
19 N 1.44831 -0.77660 -1.59662
20 C -2.36036 -0.09826 -3.40446
21 C 1.93989 -1.50821 -3.62620
22 H -2.48410 -0.04149 -4.46335
23 H 1.94243 -1.42480 -4.70498
24 C -3.23894 -0.40517 -2.35902
25 C 2.50671 -2.39541 -2.72062
26 C -2.41573 -0.28672 -1.18404
27 C 2.15066 -1.95516 -1.45998
28 H -4.27168 -0.66377 -2.39169
29 H 3.11941 -3.25355 -2.99901
30 H -2.68501 -0.43506 -0.17093
31 H 2.39971 -2.36935 -0.49286
32 H -3.16840 -2.38038 2.93274
33 F -0.81135 0.06797 6.77501
34 C -0.29534 0.09268 5.53410
35 C -0.41103 1.24978 4.76183
36 F -1.08680 2.31521 5.23554
37 C 0.21224 1.30619 3.52385
38 F 0.08118 2.41314 2.75985
39 C 1.02801 0.23984 3.09604
40 S 2.39233 0.45325 1.95909
41 C 0.99497 -0.96783 3.82349
42 F 1.60921 -2.05567 3.30952
43 C 0.38294 -1.03120 5.06011
44 F 0.47061 -2.15486 5.80005

Atomic forces in eV per Å
0.0 -0.3 -0.1
-0.7 2.2 -0.2
1.2 0.7 -0.4
0.4 0.1 1.3
-0.4 -1.1 0.3
-0.5 -0.3 0.0
0.0 0.4 0.2
0.0 0.5 -0.4
-0.1 -0.3 0.2
0.4 -0.5 -1.6
-0.2 -0.1 -0.2
0.1 0.1 -0.1
-0.2 -0.1 -0.2
0.1 -0.1 -0.1
0.1 0.1 0.2
-2.3 -0.5 -1.6
0.5 -0.3 1.2
-1.4 -0.4 0.7
0.3 -2.0 -0.9
3.4 0.8 0.2
-0.9 0.8 0.2
-0.2 0.0 -0.4
0.1 -0.4 0.1
0.1 0.0 0.7
0.5 -0.8 -0.4
0.5 0.1 0.3
0.0 0.9 -1.2
-0.5 -0.1 -0.2
-0.3 0.3 0.3
-0.4 -0.2 0.7
-0.1 0.1 0.0
-0.2 -0.1 0.2
0.5 0.0 -1.6
-0.4 -0.1 1.6
-0.5 1.1 -0.1
0.6 -1.1 -0.5
0.0 0.7 0.0
0.3 -0.9 0.7
0.8 0.2 -1.0
-0.7 0.0 1.9
0.4 -0.8 -0.3
-0.5 1.1 0.7
0.2 -1.1 0.3
-0.3 1.2 -0.7

---

Entry 3:
# C16H14Br12N2O4

A molecular structure, C16H14Br12N2O4 (wB97M-V/def2-TZVPD, OMol25).

Calculated values
Net charge ... +1
E_HOMO (spin up / spin down) ... -12.351 / -12.184 eV
Multiplicity ... 2
Expectation value of S² ... 0.76

Element x y z (Å)
1 C -13.40298 -12.56777 10.29547
2 Br -15.27105 -12.89982 9.97501
3 Br -13.16207 -10.67421 10.82726
4 Br -12.28727 -12.88996 8.72927
5 H -13.05346 -13.07363 11.19548
6 C -12.13264 -15.72885 12.42392
7 Br -10.59902 -14.64446 11.79211
8 Br -13.29022 -16.06529 10.79532
9 Br -13.10151 -14.92232 14.02418
10 H -11.63241 -16.64808 12.72868
11 C -7.59168 -14.23358 9.56729
12 Br -6.76472 -16.01453 9.76913
13 Br -8.56376 -13.95741 7.86706
14 Br -6.08232 -12.99671 9.78805
15 H -8.30724 -14.08925 10.37676
16 C -9.30921 -18.72834 15.03692
17 Br -8.43924 -17.40771 13.80965
18 Br -8.64160 -20.53489 14.69119
19 Br -11.28171 -18.67053 14.84098
20 H -9.06810 -18.43120 16.05754
21 C -18.51309 -16.70948 10.12402
22 C -19.46038 -15.82350 10.59102
23 C -19.13310 -14.94255 11.62929
24 C -17.81669 -14.99550 12.19715
25 C -16.87473 -15.85906 11.65708
26 C -17.22943 -16.78275 10.61946
27 N -17.44208 -14.07459 13.33114
28 O -16.31704 -13.98723 13.70123
29 O -18.37480 -13.39282 13.79087
30 H -18.77331 -17.46167 9.39402
31 H -20.47585 -15.73879 10.23317
32 H -19.91867 -14.23250 11.84175
33 H -15.80946 -15.79174 11.82158
34 H -16.48985 -17.36010 10.08458
35 C -14.54798 -16.97453 6.23721
36 C -14.98013 -16.13118 7.27617
37 C -16.12054 -15.34057 7.12355
38 C -16.92348 -15.51137 5.96436
39 C -16.45721 -16.36911 4.93257
40 C -15.23830 -17.01606 5.06548
41 N -18.22859 -14.78656 5.80733
42 O -18.88328 -15.01002 4.77126
43 O -18.56504 -13.98168 6.71687
44 H -13.64732 -17.55572 6.36929
45 H -14.46206 -16.00078 8.21479
46 H -16.50829 -14.59798 7.80517
47 H -17.07060 -16.58020 4.06909
48 H -14.95789 -17.56525 4.17881

Atomic forces in eV per Å
-0.2 0.6 0.0
0.8 0.2 0.2
-0.1 -0.8 -0.7
-0.6 0.4 1.1
0.0 -0.4 -0.5
-0.1 0.8 0.0
-0.9 -0.1 0.5
0.8 0.1 1.5
1.0 -0.8 -2.0
-0.6 -0.1 0.0
1.0 -0.2 -0.2
-0.9 0.5 -0.3
0.5 -0.2 0.9
-0.9 0.0 -0.2
0.3 0.0 -0.3
-0.1 0.0 -0.8
-0.6 -0.8 0.8
-0.3 0.9 0.2
1.0 0.1 0.1
-0.1 -0.1 -0.3
-0.2 -1.4 -0.4
0.4 0.9 1.2
1.0 -0.4 -0.2
-1.1 0.0 -0.6
0.3 -0.7 -1.3
-0.2 2.3 0.9
-3.4 1.1 -0.5
1.8 -0.4 0.1
1.2 -1.1 -0.7
-0.2 0.2 -0.4
0.1 -0.3 -0.4
0.4 0.2 0.8
-0.1 0.1 0.9
0.1 -0.2 0.4
0.7 0.6 1.3
-0.7 0.7 -0.3
-1.3 -0.3 -1.5
1.2 -0.8 -0.3
-1.1 1.1 1.1
-1.2 0.0 -1.0
-1.0 0.9 -0.2
1.4 0.5 2.4
0.8 -1.9 -2.0
0.1 0.0 0.0
0.4 -0.3 -0.1
0.3 -0.2 0.5
0.0 0.4 -0.1
0.5 -0.4 0.3

---

Entry 4:
# C16H14Cl12N2O4

6 unconnected molecules or ions with the total composition C16H14Cl12N2O4 (wB97M-V/def2-TZVPD, OMol25).

Calculated values
Relative energy (zero: lowest compared OMol25 entry of this formula, charge and spin) ... 73.1 kJ/mol
Net charge ... 0
E_HOMO ... -10.048 eV
SMILES ... O=[N+]([O-])c1ccccc1.O=[N+]([O-])c1ccccc1.ClC(Cl)Cl.ClC(Cl)Cl.ClC(Cl)Cl.ClC(Cl)Cl

Element x y z (Å)
1 O 5.83362 0.97499 -4.82190
2 N 4.67828 1.39102 -4.98521
3 O 4.38101 2.12531 -5.95048
4 C 3.71538 1.08313 -3.92092
5 C 2.55881 1.87153 -3.81209
6 C 1.74898 1.65730 -2.70790
7 C 2.02887 0.66491 -1.75940
8 C 3.13797 -0.12753 -1.95577
9 C 4.07387 0.11684 -2.93362
10 H 2.36339 2.63645 -4.60212
11 H 0.89352 2.30424 -2.51918
12 H 1.30000 0.39293 -0.98846
13 H 3.28723 -0.80692 -1.13708
14 H 5.02849 -0.36254 -2.98712
15 O 1.08204 0.84780 4.21765
16 N 0.06499 0.95040 3.58016
17 O -0.65188 1.87261 3.64366
18 C -0.12675 -0.04739 2.49782
19 C 0.88070 -0.98950 2.32882
20 C 0.70644 -1.94436 1.35009
21 C -0.40743 -1.91073 0.50508
22 C -1.41825 -0.92744 0.72373
23 C -1.25082 0.00163 1.75509
24 H 1.65826 -1.08319 3.01613
25 H 1.38233 -2.77408 1.24581
26 H -0.55040 -2.61244 -0.29129
27 H -2.33735 -1.00759 0.14281
28 H -2.04057 0.71197 2.04668
29 Cl -1.97041 0.34832 -3.76207
30 C -1.20068 -0.88424 -4.83085
31 Cl -0.52050 -2.14635 -3.80709
32 Cl -0.05616 0.07407 -5.80137
33 H -1.97386 -1.32956 -5.44623
34 Cl -4.57730 3.78051 -0.82922
35 C -2.82211 4.15431 -0.72823
36 Cl -1.93307 3.98397 -2.24939
37 Cl -2.14435 3.13123 0.59997
38 H -2.80199 5.18114 -0.41249
39 Cl -1.91467 -4.10490 4.01650
40 C -2.15109 -5.31654 2.67393
41 Cl -0.56041 -5.96254 2.29893
42 Cl -2.96291 -4.45090 1.23317
43 H -2.78084 -6.09336 2.95857
44 Cl -0.90944 0.11844 7.01995
45 C -2.30041 0.97446 6.42809
46 Cl -3.20444 1.81102 7.73589
47 Cl -3.32025 -0.08912 5.40473
48 H -1.91587 1.81069 5.81623

Atomic forces in eV per Å
-1.5 0.2 -0.1
1.9 1.1 -1.3
-0.3 -1.4 1.9
-0.2 -0.2 1.0
0.7 -0.1 -0.7
-0.6 0.3 0.7
-0.9 0.2 -1.5
0.3 0.1 1.4
-0.8 1.3 -1.6
0.1 -0.8 0.9
0.1 -0.2 -0.3
0.4 0.4 -0.1
0.6 -0.7 -0.1
0.2 -0.3 -0.1
0.7 -0.5 1.0
2.6 -1.9 -1.4
-3.1 2.6 0.3
1.4 -0.2 1.0
-1.5 -0.4 -0.6
-0.6 -0.2 -0.8
-1.0 1.7 0.8
1.0 -1.1 0.0
-2.0 0.0 -0.8
1.2 0.2 0.9
0.4 0.0 0.0
0.1 -0.4 -0.2
0.3 0.4 0.1
0.5 -0.4 -0.4
-0.3 -0.4 -0.1
-0.2 1.2 0.7
0.3 0.1 -0.4
0.0 -1.0 0.0
0.2 0.1 -0.1
0.6 0.0 -0.4
-0.5 -0.7 0.7
-0.4 -0.1 0.5
0.0 0.6 -0.8
0.4 0.2 0.0
-0.5 -0.8 -0.8
1.2 2.9 -0.7
-0.3 0.0 -0.4
0.8 -1.0 1.3
-1.1 -1.1 0.6
0.2 -0.3 0.3
-0.1 1.2 -0.6
0.1 -0.6 -0.4
0.3 0.5 0.5
-0.4 -0.7 0.1

---

Entry 5:
# C16H14EuN4O3S

A molecular structure, C16H14EuN4O3S (wB97M-V/def2-TZVPD, OMol25).

Calculated values
Relative energy (zero: lowest compared OMol25 entry of this formula, charge and spin) ... 26.7 kJ/mol
Net charge ... +2
E_HOMO (spin up / spin down) ... -13.978 / -13.982 eV
Multiplicity ... 8
Expectation value of S² ... 15.76

Element x y z (Å)
1 Eu -0.53130 -0.46642 -0.06909
2 O 2.56501 -1.34018 -0.03006
3 C 3.40435 -1.37691 -0.92248
4 O 0.77177 -1.87632 -2.16490
5 C 1.80703 -2.30493 -2.61944
6 O 1.91124 -3.07866 -3.72185
7 N 3.13239 -2.06715 -2.14294
8 C 3.31513 -3.53546 -3.89209
9 C 4.14369 -2.57275 -3.08293
10 H 3.55916 -3.53705 -4.95696
11 H 3.39249 -4.55177 -3.48652
12 H 4.51562 -1.74334 -3.70225
13 H 4.97625 -3.04605 -2.56023
14 C 4.72877 -0.74320 -0.87714
15 C 5.19495 -0.24470 0.27800
16 H 5.31380 -0.64939 -1.81069
17 H 4.61133 -0.33862 1.20410
18 H 6.17101 0.25858 0.31281
19 N -3.24966 2.56939 2.13065
20 C -4.27618 1.63590 2.09706
21 C -5.58453 1.66361 2.55848
22 C -6.35256 0.50912 2.34237
23 C -5.82955 -0.62646 1.69004
24 C -4.51449 -0.66370 1.22272
25 C -3.75857 0.50834 1.45052
26 N -2.44935 0.76914 1.10725
27 C -2.17165 2.02225 1.53200
28 C -0.87193 2.60968 1.32468
29 C -0.41707 3.85541 1.68080
30 S 1.25042 4.04037 1.17755
31 C 1.22149 2.40763 0.51272
32 N 0.05789 1.79349 0.66368
33 H -3.32900 3.49488 2.54160
34 H -5.92882 2.56272 3.05078
35 H -7.36451 0.51002 2.69060
36 H -6.44608 -1.48934 1.54268
37 H -4.04444 -1.50530 0.71083
38 H -1.00857 4.60693 2.19604
39 H 2.08445 1.94028 0.02161

Atomic forces in eV per Å
0.5 -1.0 -0.5
-0.1 0.5 -0.4
-0.7 -0.8 -0.9
-0.3 0.3 0.3
2.1 -0.8 -0.6
0.4 0.5 0.8
-1.1 0.5 1.0
-0.6 -0.5 -0.1
0.0 1.0 0.0
-0.3 0.0 0.2
-0.3 0.2 -0.2
0.0 -0.3 0.1
-0.2 0.0 -0.1
0.7 0.5 0.3
0.0 -0.1 -0.3
-0.4 -0.1 0.7
0.3 0.0 -0.4
-0.5 -0.3 0.1
0.0 0.2 0.1
-0.3 -0.6 -0.2
-0.2 -0.5 -0.2
1.0 0.9 0.0
1.0 0.2 -0.3
-0.1 1.1 0.5
-0.2 -0.3 -0.1
1.2 0.8 -0.1
-1.2 -1.5 -0.2
1.1 0.6 -0.2
0.5 -1.0 -0.6
-1.0 -1.4 -0.3
-0.9 1.0 0.7
0.9 1.3 0.2
0.1 -0.3 -0.2
-0.4 -0.2 0.1
-0.4 -0.1 0.1
-0.3 -0.2 0.0
-0.5 0.1 0.2
0.5 0.0 -0.1
-0.4 0.4 0.3

---

Entry 6:
# C16H14F3N2O4S

2 unconnected molecules or ions with the total composition C16H14F3N2O4S (wB97M-V/def2-TZVPD, OMol25).

Calculated values
Relative energy (zero: lowest compared OMol25 entry of this formula, charge and spin) ... 0.0 kJ/mol
Net charge ... -1
E_HOMO ... -4.775 eV

Element x y z (Å)
1 F 2.83567 -0.92385 2.18100
2 C 1.50659 -0.99638 1.90047
3 F 0.99989 -2.14651 2.41932
4 F 0.86326 0.01802 2.50617
5 S 1.34608 -1.13657 0.10848
6 N -2.35635 -1.23347 0.71459
7 C -3.20286 -0.39428 1.37933
8 O -3.22158 0.83581 1.36657
9 C -4.24482 -1.20320 2.17107
10 C -3.75382 -2.62725 2.06195
11 C -2.44557 -2.50129 1.24671
12 O -1.68042 -3.45375 1.12934
13 H -4.31770 -0.84197 3.19975
14 H -5.20053 -1.09293 1.64876
15 H -3.57883 -3.12063 3.02152
16 H -4.44797 -3.22415 1.46055
17 C -3.08407 1.72687 -2.10119
18 C -1.86456 0.92715 -2.47167
19 O -0.85369 1.14743 -1.44287
20 C 0.28859 0.45701 -1.60012
21 C 1.25544 0.60657 -0.40645
22 C 2.73778 0.87430 -0.65324
23 C 3.37433 -0.01988 -1.52666
24 C 4.76245 -0.16047 -1.48083
25 C 5.52713 0.73405 -0.71584
26 C 4.89518 1.63680 0.13836
27 C 3.49398 1.72191 0.15896
28 C 0.55165 1.52848 0.48848
29 N -0.02021 2.19652 1.25377
30 O 0.53898 -0.25981 -2.55434
31 H -3.92441 1.43648 -2.73580
32 H -3.37428 1.58851 -1.05798
33 H -2.92294 2.78970 -2.28755
34 H -2.11446 -0.13911 -2.53030
35 H -1.44935 1.26571 -3.42906
36 H 2.75773 -0.58091 -2.24566
37 H 5.24008 -0.91767 -2.10087
38 H 6.60970 0.72741 -0.79061
39 H 5.48071 2.30546 0.77252
40 H 2.99317 2.44993 0.80338

Atomic forces in eV per Å
-0.6 0.1 0.7
-0.6 -0.5 0.3
0.9 0.8 -0.2
0.9 -0.9 -0.3
-1.7 -0.9 0.9
0.8 -0.1 0.4
-0.1 -0.5 -0.2
0.0 -0.3 -0.3
-0.1 0.0 0.1
0.1 -0.1 0.0
-0.7 0.5 0.0
0.0 0.4 -0.3
-0.2 0.1 -0.2
0.0 0.3 0.3
0.0 -0.1 -0.2
0.2 -0.2 0.2
-0.2 0.4 0.0
0.0 -0.1 0.0
0.9 -0.7 -0.5
-0.6 -0.2 -1.6
-0.5 0.6 -0.2
0.4 0.6 -0.3
0.7 0.1 -0.3
-0.4 0.8 -0.5
-0.3 -0.2 0.4
-0.2 0.2 -0.5
-0.1 -0.2 -0.1
-0.7 1.3 2.2
1.4 -0.9 -1.8
-0.2 0.7 0.9
0.1 -0.1 0.0
0.2 -0.1 0.0
0.1 0.1 0.2
0.4 0.2 0.2
0.0 -0.2 0.2
0.4 0.0 0.7
0.0 0.3 0.0
-0.1 -0.2 0.2
-0.2 -0.2 -0.3
0.1 -0.4 -0.1

---

no.,maximum force (eV/Å)
1,1.9
2,3.5
3,3.6
4,4.1
5,2.3
6,2.6